(1)
Formula: C4H6N2O
Source: the OMol25 dataset
Level of theory: ωB97M-V/def2-TZVPD

Geometry as XYZ:
```
13
Properties=species:S:1:pos:R:3
N -0.4201 -0.6254 -2.1962
C -0.1873 -0.1664 -0.8951
C 0.0509 1.1191 -0.5322
N 0.3067 1.1452 0.8594
C 0.2551 -0.1117 1.2970
O 0.4587 -0.4195 2.5825
C -0.1833 -1.0261 0.3186
H 0.0683 -0.1086 -2.9182
H -0.2541 -1.6163 -2.3034
H 0.0623 2.0363 -1.0968
H 0.3444 1.9667 1.4385
H 0.6579 -1.3709 2.5672
H -1.1597 -0.8224 0.8786
```

Largest force on an atom (Eh/bohr): 0.0354
Spin multiplicity: 1
Energy above the lowest of the compared OMol25 structures with the same formula, charge and spin (eV): 3.0368
Total charge: 0
E_tot (Ha): -340.683311
HOMO level (eV): -7.69
Kohn-Sham gap (eV): 8.5
SMILES string: Nc1c[nH]c(O)c1

Here are the natural (NBO) charges for atoms 1 to 6, given in e:
1 N -0.8064
2 C 0.1497
3 C -0.1885
4 N -0.5509
5 C 0.5422
6 O -0.6588

---

(2)
Formula: C4H6N2O
Source: the OMol25 dataset
Level of theory: ωB97M-V/def2-TZVPD

Geometry as XYZ:
```
13
Properties=species:S:1:pos:R:3
N -1.3133 -0.7631 -1.2508
C -0.0465 -0.4880 -1.4184
C 0.4439 0.6831 -0.6634
O 0.7312 1.6975 -1.5218
C 0.7522 0.8322 0.6443
C 0.4941 -0.1711 1.6716
N -0.1834 -1.2414 1.4734
H -1.7053 -1.5589 -1.7444
H -1.9265 -0.3493 -0.5448
H 0.6647 1.3349 -2.4187
H 1.3204 1.7178 0.9240
H 0.9479 0.0636 2.6484
H -0.1916 -1.8056 2.3212
```

Largest force on an atom (Eh/bohr): 0.0169
Spin multiplicity: 1
Energy above the lowest of the compared OMol25 structures with the same formula, charge and spin (eV): 3.3592
Total charge: 0
E_tot (Ha): -340.671463
HOMO level (eV): -8.25
Kohn-Sham gap (eV): 8.7

Here are the natural (NBO) charges for atoms 1 to 6, given in e:
1 N -0.6854
2 C 0.0753
3 C 0.2736
4 O -0.6509
5 C -0.4252
6 C 0.1160

---

Number 2 is which compound?
C4H6N2O